The following is a DFT calculation (the ωB97M-V functional and the def2-TZVPD basis) of 2 unconnected molecules or ions with the total composition C5H13N2O in a non-equilibrium geometry.

Cartesian coordinates (Å):
1 C -1.99581 1.19454 -1.76341
2 C -1.26859 2.14968 -1.18209
3 N -1.47438 3.53540 -1.50252
4 N -1.71654 -0.17747 -1.61610
5 H -2.80823 1.45606 -2.43707
6 H -0.48564 1.85885 -0.48594
7 H -0.86977 3.86870 -2.24009
8 H -1.36053 4.16416 -0.72816
9 H -2.55605 -0.71704 -1.66196
10 H -1.09656 -0.36089 -0.78342
11 C 0.28218 -1.01005 1.67150
12 O -0.03352 -0.39837 0.50377
13 C 1.77974 -1.36478 1.77013
14 C 2.26940 -2.22230 0.62203
15 H -0.28990 -1.95529 1.86217
16 H 0.03277 -0.36961 2.55049
17 H 1.96228 -1.89584 2.71472
18 H 2.31543 -0.41180 1.78086
19 H 3.33753 -2.44996 0.76255
20 H 2.20870 -1.70964 -0.33801
21 H 1.76751 -3.18436 0.50055

Atoms 1-3, force components in eV/Å:
0.4 -0.7 0.2
0.1 0.1 0.0
-0.4 0.1 -0.5

Computed properties:
Total charge: -1
E_HOMO: -3.0 eV
LUMO energy: 4.162 eV
Relative energy (zero: lowest compared OMol25 entry of this formula, charge and spin): 74.4 kJ/mol
2S+1: 1
Kohn-Sham gap: 7.16 eV

***

The following is a DFT calculation (the ωB97M-V functional and the def2-TZVPD basis) of 14 unconnected molecules or ions with the total composition C4H36NO13S in a non-equilibrium geometry.

Cartesian coordinates (Å):
1 C 3.28146 -1.88930 0.16825
2 N 1.85476 -1.74664 -0.20336
3 C 1.19054 -3.05138 -0.24911
4 C 0.01567 -3.09245 -1.27354
5 S -1.56596 -2.37633 -0.74667
6 C 0.64052 -3.46050 1.11985
7 H 3.86643 -2.16686 -0.70776
8 H 3.64717 -0.87379 0.38343
9 H 3.45577 -2.42787 1.10185
10 H 1.56460 -1.21999 0.61607
11 H 1.90754 -3.75729 -0.67678
12 H 0.35909 -2.73648 -2.24617
13 H -0.19134 -4.13948 -1.53498
14 H 1.35547 -3.55959 1.93171
15 H 0.04554 -4.36164 0.97137
16 H -0.05578 -2.67747 1.42111
17 H 2.95264 2.26004 1.10921
18 H 3.26958 1.17863 2.22343
19 O 3.40028 1.43755 1.31244
20 H -0.37674 3.23708 -0.63779
21 H 0.90537 3.96836 -0.59396
22 O 0.06574 3.93861 -0.13169
23 H -1.30673 1.48145 -2.36071
24 H -1.03440 2.90849 -2.10860
25 O -1.45416 2.15086 -1.67131
26 H 1.03321 3.75768 1.91894
27 H 0.79354 2.46172 2.50983
28 O 1.50876 3.11211 2.46383
29 H -0.06413 -0.88117 -2.58286
30 H -1.48633 -0.52753 -2.97755
31 O -0.56406 -0.20865 -3.05593
32 H -3.70205 0.08778 -2.18315
33 H -3.29018 -1.41412 -2.47192
34 O -3.48270 -0.56131 -2.87015
35 H -0.41759 1.11173 0.22343
36 H 0.28998 -0.16852 0.15516
37 O 0.10493 0.52966 0.79891
38 H 1.55245 0.26040 -1.59576
39 H 2.98862 -0.05076 -1.84374
40 O 2.22495 0.32610 -2.28178
41 H -2.21174 -1.67455 1.70227
42 H -2.65720 -1.86968 3.11499
43 O -1.96686 -1.42693 2.60542
44 H -2.96767 1.86190 -0.85601
45 H -3.75196 1.08957 0.12500
46 O -3.90040 1.70424 -0.60511
47 H -2.72251 1.63371 3.18974
48 H -3.68120 0.60214 2.49448
49 O -3.65615 1.36683 3.05926
50 H 2.19148 2.18255 -2.21407
51 H 1.41247 2.87859 -3.32246
52 O 1.63573 2.96747 -2.39197
53 H -1.56749 0.13686 3.45268
54 H -0.38640 0.72463 2.78189
55 O -1.05259 0.96350 3.44033

Atoms 1-3, force components in eV/Å:
0.3 1.6 -0.6
0.6 -0.1 0.7
-0.7 0.1 0.1

Computed properties:
Total charge: 0
E_HOMO (alpha / beta): -10.3 / -10.3 eV
LUMO energy (alpha / beta): -0.230 / -3.521 eV
2S+1: 2
Kohn-Sham gap (alpha / beta): 10.12 / 6.77 eV

***

The following is a DFT calculation (the ωB97M-V functional and the def2-TZVPD basis) of a molecular structure, C26H43LaN3P2 in a non-equilibrium geometry.

Cartesian coordinates (Å):
1 La -0.15364 -2.47909 0.63751
2 C 0.37421 -2.29287 3.18834
3 C -0.74518 -1.47162 2.82251
4 C -1.32623 -3.67932 2.44372
5 C -0.00097 -3.65231 3.00063
6 C -1.81588 -2.33602 2.41263
7 C 1.57987 -1.78885 3.91631
8 H 2.06138 -0.98584 3.33116
9 H 2.31644 -2.58397 4.09520
10 H 1.33396 -1.36483 4.90722
11 C 0.86535 -4.82284 3.31682
12 H 1.29180 -4.74269 4.33244
13 H 1.68221 -4.88985 2.58605
14 H 0.28992 -5.75560 3.27908
15 C -1.90794 -4.82566 1.70466
16 H -1.77765 -5.74760 2.29065
17 H -1.42170 -4.97845 0.71545
18 H -2.98063 -4.67290 1.52374
19 C -3.11956 -1.90617 1.86050
20 H -3.73912 -2.78369 1.72540
21 H -3.04625 -1.42603 0.87918
22 H -3.60407 -1.23471 2.58337
23 C -0.83696 0.00436 2.96565
24 H -1.79848 0.23908 3.43447
25 H -0.82636 0.56450 2.01583
26 H -0.04755 0.38234 3.62867
27 C 2.87596 1.85702 1.39299
28 C 2.14097 1.90150 2.53235
29 C 1.15713 2.97834 2.85270
30 C 0.77888 3.90782 1.67384
31 C -0.38568 3.48030 0.84140
32 C -0.31052 2.49476 -0.05599
33 C 0.77266 1.49654 -0.00168
34 C 2.28727 1.92247 0.00167
35 H 1.62569 3.63588 3.61083
36 H 1.66769 4.03928 1.04181
37 H 0.23366 2.59451 3.28653
38 H 2.45747 2.90336 -0.47511
39 H 3.93983 1.61939 1.45163
40 H 2.35697 1.22957 3.36840
41 H 2.83641 1.21793 -0.63890
42 H 0.60703 0.92765 0.94103
43 H -1.07096 2.33731 -0.82442
44 H 0.65173 0.79715 -0.85165
45 H 0.58384 4.90074 2.10188
46 H -1.29815 4.06967 0.90122
47 P 0.01470 1.77343 -3.30103
48 P -2.12094 -0.28017 -4.07388
49 C -0.58047 1.91800 -5.09822
50 C -1.37721 0.68142 -5.53058
51 H 0.31538 2.03446 -5.73185
52 H -1.18591 2.83425 -5.20259
53 H -2.18656 0.94499 -6.22804
54 H -0.69970 -0.02997 -6.03236
55 C -3.27205 -1.25184 -5.16621
56 H -4.01843 -1.74520 -4.53009
57 H -2.68755 -2.02967 -5.67677
58 H -3.76770 -0.61216 -5.91223
59 C -3.34302 1.02494 -3.56185
60 H -3.74091 1.60269 -4.40975
61 H -2.88817 1.71298 -2.83516
62 H -4.16787 0.51034 -3.04856
63 C 1.78476 1.38522 -3.67621
64 H 2.20461 0.90539 -2.78118
65 H 2.35221 2.30144 -3.90750
66 H 1.85499 0.67684 -4.51954
67 C 0.16651 3.58933 -2.92753
68 H 0.40821 4.15511 -3.82616
69 H 0.95465 3.70454 -2.17552
70 H -0.78036 3.94728 -2.51284
71 N 2.21972 -2.21882 0.59672
72 C 3.29006 -2.14893 1.13372
73 N 4.49156 -2.03579 1.52912
74 C 4.89150 -2.15870 2.78401
75 N 5.31314 -2.27198 3.87444

Atoms 1-3, force components in eV/Å:
1.8 0.3 -3.5
-1.1 -0.1 1.1
-0.5 -0.9 1.0

Computed properties:
Total charge: +1
E_HOMO: -10.4 eV
LUMO energy: -4.015 eV
Relative energy (zero: lowest compared OMol25 entry of this formula, charge and spin): 0.0 kJ/mol
2S+1: 1
Kohn-Sham gap: 6.40 eV

***

The following is a DFT calculation (the ωB97M-V functional and the def2-TZVPD basis) of 2 unconnected molecules or ions with the total composition C2H6INO in a non-equilibrium geometry.

Cartesian coordinates (Å):
1 C 0.14245 0.19595 -1.70252
2 C 0.47640 -0.62745 1.24706
3 N 0.10707 1.02225 -0.42900
4 O -0.70296 -0.70399 1.78753
5 I -1.73318 1.79032 0.18897
6 H -0.53107 -0.62682 -1.49815
7 H -0.16224 0.61583 -2.54921
8 H 1.16574 -0.16076 -1.70117
9 H 1.37534 -0.14357 1.78649
10 H 0.82327 -1.56205 0.71541
11 H -0.96083 0.20028 2.15461

Atoms 1-3, force components in eV/Å:
0.0 -1.7 5.7
2.5 0.7 -1.5
0.9 -1.0 0.8

Computed properties:
Total charge: 0
E_HOMO (alpha / beta): -7.8 / -8.1 eV
LUMO energy (alpha / beta): -0.129 / 0.049 eV
Relative energy (zero: lowest compared OMol25 entry of this formula, charge and spin): 287.5 kJ/mol
2S+1: 1
Kohn-Sham gap (alpha / beta): 7.69 / 8.13 eV

***

The following is a DFT calculation (the ωB97M-V functional and the def2-TZVPD basis) of a molecular structure, C25H25N3O5S3Ta.

Cartesian coordinates (Å):
1 Ta 0.76669 0.38543 0.26010
2 O -0.37653 2.22530 -0.66959
3 C -1.07255 2.23403 -1.93821
4 C -2.49928 1.68710 -1.90149
5 N -2.71531 0.27669 -1.65232
6 C -3.25170 -0.18410 -0.39450
7 C -2.07833 -0.41616 0.52309
8 O -1.71775 -1.63062 0.73287
9 O -1.37006 0.55074 0.86538
10 C -2.10699 -0.67851 -2.53580
11 C -0.60595 -0.96287 -2.40383
12 O -0.02922 -1.66362 -3.18580
13 O 0.01187 -0.38321 -1.36901
14 H -1.01052 2.48558 0.01240
15 H -0.44344 1.68152 -2.62964
16 H -1.11515 3.27002 -2.27876
17 H -2.91700 1.93531 -2.88655
18 H -3.08398 2.25541 -1.17345
19 H -3.80855 -1.11099 -0.52928
20 H -3.90989 0.57023 0.03493
21 H -2.26416 -0.37984 -3.57659
22 H -2.60314 -1.64553 -2.42330
23 S -0.07953 -1.79736 1.32081
24 C 1.54426 0.73533 2.24034
25 N 0.88578 1.77677 1.80754
26 C 0.79968 2.84133 2.69414
27 C 0.19968 4.07949 2.48964
28 C 0.24382 4.99203 3.52338
29 C 0.87432 4.68263 4.73546
30 C 1.48132 3.45913 4.93953
31 C 1.43968 2.53708 3.89962
32 S 2.11229 0.91727 3.82077
33 H -0.26336 4.32412 1.54338
34 H -0.20902 5.96532 3.39477
35 H 0.89208 5.41924 5.52689
36 H 1.97167 3.22934 5.87538
37 C 5.47300 -4.20537 -0.33255
38 C 4.40119 -3.16846 -0.19643
39 C 3.27670 -3.16115 -1.00425
40 C 2.30782 -2.19024 -0.84382
41 N 2.41018 -1.21242 0.07205
42 C 3.51825 -1.19294 0.83685
43 C 4.50332 -2.14741 0.74365
44 H 5.20659 -4.96164 -1.06727
45 H 5.65383 -4.69645 0.62422
46 H 6.41142 -3.74115 -0.64042
47 H 3.13602 -3.90991 -1.77193
48 H 1.43435 -2.18676 -1.47472
49 H 3.61372 -0.37205 1.52831
50 H 5.36087 -2.08074 1.40047
51 S 2.65197 1.65558 -0.67559
52 C 3.22262 0.76777 -2.11202
53 C 2.47571 0.76315 -3.28545
54 C 2.93460 0.08307 -4.40312
55 C 4.15287 -0.57916 -4.36497
56 C 4.91905 -0.54188 -3.20890
57 C 4.45937 0.13144 -2.08681
58 H 1.54336 1.30916 -3.32589
59 H 2.34122 0.07592 -5.30792
60 H 4.51141 -1.10610 -5.23901
61 H 5.88427 -1.03168 -3.18095
62 H 5.06676 0.17584 -1.19180

Atoms 1-3, force components in eV/Å:
0.2 -0.1 0.0
0.0 0.0 0.0
0.0 0.0 0.0

Computed properties:
Total charge: +1
E_HOMO: -11.0 eV
LUMO energy: -3.324 eV
Relative energy (zero: lowest compared OMol25 entry of this formula, charge and spin): 218.3 kJ/mol
2S+1: 1
Kohn-Sham gap: 7.64 eV

***

The following is a DFT calculation (the ωB97M-V functional and the def2-TZVPD basis) of a molecular structure, C27H26N5O5S4W in a non-equilibrium geometry.

Cartesian coordinates (Å):
1 W -0.38142 -0.07555 -0.10151
2 C 4.08475 3.02705 -0.08757
3 C 4.34041 1.75421 -0.58137
4 C 3.48460 0.70459 -0.28841
5 C 2.36859 0.95650 0.49798
6 C 2.10286 2.21767 1.00645
7 C 2.97340 3.25608 0.71137
8 N 1.43903 -0.12124 0.75612
9 N 2.01016 -1.23887 1.10249
10 C 1.09146 -2.23859 1.17722
11 C 1.49027 -3.53056 1.55284
12 C 0.54955 -4.52220 1.58070
13 C -0.77975 -4.23488 1.21818
14 C -1.11237 -2.96311 0.85103
15 N -0.19345 -1.95964 0.85480
16 H 4.75870 3.84017 -0.32135
17 H 5.21202 1.57443 -1.19630
18 H 3.66989 -0.29443 -0.65702
19 H 1.24273 2.37269 1.64473
20 H 2.78237 4.24250 1.11205
21 H 2.52820 -3.69246 1.80279
22 H 0.82653 -5.52793 1.86683
23 H -1.53704 -5.00486 1.20504
24 H -2.10985 -2.68530 0.54340
25 C -1.16592 1.85789 5.16262
26 C -0.03212 0.84708 5.34306
27 S 0.19449 -0.40427 4.06885
28 C -1.31369 -1.37629 4.16038
29 C -2.59718 -0.77950 3.58130
30 S -2.60948 -0.26449 1.83440
31 C -3.42108 1.34662 1.95396
32 C -3.02993 2.32437 3.07389
33 S -1.28228 2.55590 3.49314
34 H -1.00780 2.67399 5.86849
35 H -2.12479 1.41051 5.41966
36 H -0.14232 0.36495 6.31683
37 H 0.92911 1.36420 5.35885
38 H -1.51212 -1.61442 5.20828
39 H -1.07817 -2.32456 3.67468
40 H -2.90359 0.07720 4.17213
41 H -3.38909 -1.52489 3.67070
42 H -4.49073 1.14996 2.05004
43 H -3.28314 1.79088 0.97085
44 H -3.55281 2.07072 3.99542
45 H -3.42219 3.29908 2.78004
46 S -1.35436 4.37994 -0.43301
47 C -1.08185 2.89363 -0.06732
48 N -0.90285 1.75304 0.26972
49 O 0.14010 0.83058 -1.91075
50 C 0.45804 -0.28837 -2.44652
51 O 0.55511 -1.22954 -1.57704
52 C 0.62940 -0.48064 -3.86698
53 C 0.92705 -1.75328 -4.34556
54 C 1.06687 -1.98618 -5.71075
55 C 0.89215 -0.90007 -6.53715
56 O 0.97194 -0.87480 -7.88173
57 C 0.69594 0.47591 -8.28758
58 O 0.48229 1.23966 -7.09972
59 C 0.59504 0.37399 -6.05692
60 C 0.45579 0.62636 -4.72497
61 H 1.04578 -2.56626 -3.64303
62 H 1.29556 -2.96403 -6.10769
63 H -0.20729 0.48484 -8.89652
64 H 1.55864 0.86787 -8.82399
65 H 0.22385 1.60904 -4.34066
66 O -3.31028 -1.44491 -2.89662
67 C -2.67720 -1.06589 -1.99460
68 N -2.06653 -0.68202 -1.02857

Atoms 1-3, force components in eV/Å:
-1.5 0.2 0.6
0.0 0.0 0.0
0.0 0.0 0.0

Computed properties:
Total charge: +1
E_HOMO (alpha / beta): -10.4 / -10.4 eV
LUMO energy (alpha / beta): -4.442 / -4.436 eV
Relative energy (zero: lowest compared OMol25 entry of this formula, charge and spin): 35.8 kJ/mol
2S+1: 1
Kohn-Sham gap (alpha / beta): 5.98 / 5.97 eV

***

Let's list energy in order: -10422.9278, -43674.1735, -51558.2210, -13805.0398, -75093.8746, -91271.2917 eV.